This record from OMol25 describes a structure of composition C22H20O6OsSi. The level of theory is ωB97M-V/def2-TZVPD.

```
50
Properties=species:S:1:pos:R:3:mulliken_spin:R:1
Os -1.092 0.690 -1.501 2.6448
O -1.828 -3.103 -3.430 0.0082
C -1.588 -1.891 -3.018 0.0155
O -1.732 -1.512 -1.865 0.0503
C -1.075 -0.986 -4.110 -0.0144
O -1.049 0.369 -3.646 -0.0132
C -2.024 1.279 -4.248 0.0118
C -3.184 1.532 -3.285 0.0018
O -4.232 1.951 -3.651 0.0342
O -2.864 1.273 -2.004 0.0991
H -2.147 -3.666 -2.703 -0.0012
H -0.056 -1.282 -4.363 0.0021
H -1.697 -1.082 -4.999 0.0010
H -1.497 2.214 -4.435 0.0004
H -2.383 0.873 -5.190 -0.0003
O 0.739 0.131 -1.125 0.0484
Si 0.727 0.025 0.517 0.1571
C 0.961 -1.649 1.236 0.0672
C 1.312 -2.734 0.420 0.0171
C 1.512 -3.984 0.976 0.0046
C 1.383 -4.162 2.352 0.0515
C 1.053 -3.093 3.176 -0.0166
C 0.854 -1.840 2.624 0.0280
C -0.920 0.882 0.820 -0.1232
C -1.048 2.217 0.335 0.1305
C -2.237 2.945 0.542 0.0173
C -3.276 2.359 1.220 0.0054
C -3.167 1.044 1.713 -0.0043
C -2.023 0.316 1.517 -0.0149
C 2.210 0.925 1.264 0.2760
C 3.483 0.774 0.618 0.1082
C 4.586 1.431 1.090 0.0306
C 4.471 2.195 2.262 0.2428
C 3.232 2.315 2.947 0.1100
C 2.131 1.660 2.475 0.0342
H 1.420 -2.594 -0.649 -0.0061
H 1.772 -4.825 0.346 0.0011
H 1.548 -5.141 2.782 0.0011
H 0.958 -3.240 4.243 0.0000
H 0.599 -1.011 3.277 -0.0034
H -0.178 2.744 -0.056 -0.0086
H -2.318 3.958 0.172 -0.0004
H -4.190 2.914 1.385 -0.0004
H -3.999 0.608 2.251 0.0004
H -1.949 -0.697 1.894 0.0035
H 3.554 0.157 -0.269 -0.0034
H 5.540 1.351 0.588 0.0043
H 5.346 2.687 2.668 0.0010
H 3.176 2.926 3.838 0.0040
H 1.184 1.747 2.995 -0.0033
```

Output
Orbital gap (alpha / beta): 8.7 / 4.5 eV
E_HOMO (alpha / beta): -14.909 / -14.758 eV
Net charge: +2
⟨S²⟩: 6.033
2S+1: 5
Relative energy (zero: lowest compared OMol25 entry of this formula, charge and spin): 0.0283 eV

***

This record from OMol25 describes a structure of composition C22H21AuIN3O2. The level of theory is ωB97M-V/def2-TZVPD.

```
50
Properties=species:S:1:pos:R:3:lowdin_charge:R:1
Au 0.821 1.805 -0.118 0.9190
C 1.303 3.482 3.911 -0.0327
C 0.452 2.251 3.941 -0.2681
N 0.257 1.647 5.088 0.1097
C -0.516 0.546 5.116 -0.1164
C -1.119 0.011 4.007 -0.1697
C -1.974 -1.218 4.178 -0.2214
O -3.349 -0.999 3.868 -0.0628
C -0.919 0.638 2.749 -0.0756
C -1.553 0.047 1.578 -0.0648
N -1.334 0.410 0.372 0.0048
C -1.891 -0.320 -0.686 -0.3574
C -1.867 -1.718 -0.706 -0.0341
C -2.350 -2.425 -1.794 -0.0857
C -2.863 -1.748 -2.890 -0.0945
C -2.884 -0.360 -2.893 -0.1635
C -2.394 0.346 -1.807 -0.6645
I -2.439 2.431 -1.846 0.8835
C -0.113 1.792 2.704 -0.3169
O 0.120 2.523 1.647 -0.2904
H 1.661 3.697 4.915 0.0746
H 0.735 4.332 3.527 0.0826
H 2.149 3.349 3.234 0.0797
H -0.647 0.081 6.087 0.1062
H -1.864 -1.579 5.205 0.1131
H -1.653 -2.026 3.518 0.1190
H -3.642 -0.226 4.362 0.0957
H -2.263 -0.758 1.776 0.1196
H -1.440 -2.241 0.141 0.1103
H -2.319 -3.507 -1.786 0.1032
H -3.241 -2.293 -3.745 0.1021
H -3.284 0.176 -3.743 0.0880
C 1.530 1.377 -4.604 -0.0370
C 2.036 0.215 -3.815 -0.1747
C 2.537 -0.903 -4.449 -0.0341
C 2.977 -1.983 -3.694 -0.0178
C 2.915 -1.994 -2.302 -0.0368
C 2.398 -0.918 -1.613 -0.1751
C 2.323 -0.970 -0.125 -0.0643
C 1.957 0.241 -2.369 -0.3249
N 1.470 1.344 -1.851 -0.0402
H 1.824 1.292 -5.648 0.0801
H 1.886 2.316 -4.184 0.0847
H 0.440 1.415 -4.547 0.0896
H 2.592 -0.937 -5.529 0.1147
H 3.379 -2.851 -4.204 0.1161
H 3.267 -2.860 -1.759 0.1135
H 2.777 -1.887 0.247 0.0817
H 1.283 -0.929 0.209 0.0613
H 2.823 -0.111 0.326 0.0708
```

Output
Orbital gap (alpha / beta): 5.3 / 5.3 eV
E_HOMO (alpha / beta): -7.661 / -7.658 eV
Net charge: 0
Relative energy (zero: lowest compared OMol25 entry of this formula, charge and spin): 0.0410 eV

***

This record from OMol25 describes a structure of composition C22H21BF2N2ORh. The level of theory is ωB97M-V/def2-TZVPD.

```
50
Properties=species:S:1:pos:R:3:lowdin_charge:R:1
Rh 1.892 -1.060 -0.087 1.0499
C 5.697 -0.481 -3.968 -0.0550
C 4.616 -1.304 -3.693 -0.0576
C 3.784 -1.005 -2.626 -0.0330
C 4.044 0.113 -1.844 -0.2308
C 5.124 0.946 -2.115 -0.0048
C 5.947 0.640 -3.182 -0.0521
N 3.157 0.350 -0.756 -0.0883
N 3.250 1.420 -0.130 0.1409
C 2.306 1.507 0.901 -0.2623
C 2.257 2.656 1.676 0.0044
C 1.297 2.748 2.672 -0.0551
C 0.412 1.700 2.876 -0.0500
C 0.472 0.538 2.104 -0.0679
C 1.424 0.427 1.112 -0.1657
H 6.349 -0.709 -4.800 0.1143
H 4.415 -2.168 -4.310 0.1140
H 2.909 -1.622 -2.433 0.0989
H 5.306 1.811 -1.493 0.1138
H 6.791 1.277 -3.405 0.1151
H 2.965 3.452 1.489 0.1237
H 1.238 3.633 3.288 0.1146
H -0.345 1.781 3.644 0.1152
H -0.246 -0.251 2.291 0.0949
F -0.878 -0.678 -0.725 0.2048
B 0.359 -0.386 -1.111 -0.6888
F 0.506 0.290 -2.234 0.2207
C -2.216 -8.012 2.841 -0.0265
C -1.654 -6.696 2.396 -0.2209
C -0.392 -6.617 1.816 0.0111
C 0.142 -5.417 1.383 -0.1663
C 1.512 -5.420 0.772 -0.0277
C -0.635 -4.241 1.544 -0.0976
C -0.183 -2.955 1.119 -0.1205
O 0.896 -2.721 0.540 -0.1215
C -1.923 -4.304 2.142 -0.1818
C -2.789 -3.085 2.343 -0.0316
C -2.403 -5.529 2.551 0.0081
H -1.474 -8.805 2.785 0.0827
H -3.063 -8.290 2.212 0.0973
H -2.583 -7.947 3.866 0.0929
H 0.193 -7.521 1.702 0.1237
H 1.929 -6.424 0.802 0.0854
H 2.187 -4.747 1.301 0.0885
H 1.481 -5.089 -0.267 0.0908
H -0.848 -2.112 1.308 0.1030
H -2.311 -2.348 2.991 0.0889
H -3.725 -3.373 2.817 0.0850
H -3.037 -2.598 1.399 0.0948
H -3.384 -5.589 3.007 0.1281
```

Output
Orbital gap: 7.5 eV
E_HOMO: -11.746 eV
Net charge: +1
Relative energy (zero: lowest compared OMol25 entry of this formula, charge and spin): 0.0000 eV